Record 1
Here is an isolated ion of composition C41H38N3O2 and charge +1 from the OMol25 dataset. Energies are from ωB97M-V/def2-TZVPD.

Element x y z (Å)
C: 1.4982 3.4523 3.6279
N: 1.3132 2.5228 2.5358
C: 2.1632 2.4969 1.4652
O: 3.1037 3.2590 1.2574
C: 1.7901 1.2766 0.6209
C: 3.0143 0.3866 0.3775
C: 3.5171 -0.1365 1.7022
C: 4.4045 0.5981 2.4952
C: 4.6550 0.1873 3.8071
C: 3.9658 -0.9058 4.3375
C: 3.1003 -1.6491 3.5331
C: 3.0032 -1.3447 2.1823
N: 0.7512 0.6125 1.4258
C: 0.2886 -0.6488 1.1416
C: -0.3675 -1.4690 2.0228
C: -0.8990 -2.8311 1.7785
C: -2.3678 -2.9218 2.1737
C: -3.1854 -3.7598 1.4126
C: -4.4961 -4.0310 1.8139
C: -5.0319 -3.3987 2.9371
C: -4.2345 -2.5303 3.6870
C: -2.9054 -2.2831 3.3200
C: 0.3761 1.3818 2.6214
C: -1.0303 1.8990 2.6399
C: -1.3755 3.0937 2.1298
C: -2.6678 3.7333 2.2748
C: -2.9653 4.8703 1.4855
C: -4.1727 5.5387 1.6328
C: -5.1142 5.0788 2.5748
C: -4.8478 3.9305 3.3411
C: -3.6378 3.2533 3.1908
H: 2.1797 4.2554 3.3263
H: 0.5335 3.8851 3.9272
H: 1.9208 2.9339 4.5051
H: 1.3314 1.6260 -0.3222
H: 2.7473 -0.4313 -0.3008
H: 3.7657 1.0312 -0.0856
H: 4.8752 1.4955 2.0726
H: 5.3727 0.7437 4.4118
H: 4.0793 -1.1767 5.3838
H: 2.5254 -2.4877 3.9322
H: 2.4741 -2.0039 1.4848
H: 0.5245 -0.9758 0.1258
H: -0.7202 -0.9605 2.9390
H: -0.6856 -3.1516 0.7318
H: -2.7601 -4.2116 0.5127
H: -5.0562 -4.7798 1.2519
H: -6.0565 -3.6142 3.2365
H: -4.6361 -2.0862 4.6057
H: -2.2881 -1.6411 3.9512
H: 0.5742 0.8044 3.5464
H: -1.7759 1.2175 3.0712
H: -0.6446 3.6446 1.5210
H: -2.2126 5.2099 0.7728
H: -4.3857 6.4214 1.0207
H: -6.0659 5.6023 2.6888
H: -5.5857 3.5642 4.0595
H: -3.3975 2.3778 3.7895
C: 3.9522 -4.9850 5.2057
C: 4.3992 -4.9125 3.8782
C: 3.4782 -4.8414 2.8444
C: 2.0967 -4.8065 3.1058
C: 1.2043 -4.4347 1.9617
C: -0.2670 -4.4927 2.1487
N: -0.6962 -5.8510 1.6051
C: -0.1322 -6.4292 0.4940
C: -0.4701 -7.7080 0.0624
C: -1.4869 -8.4141 0.6886
C: -2.0521 -7.8313 1.8206
C: -1.6521 -6.5828 2.2664
O: 1.6895 -4.1303 0.8596
C: 1.6513 -4.9979 4.4421
C: 2.5809 -5.0753 5.4779
H: 4.6768 -4.9975 6.0184
H: 5.4593 -4.8981 3.6229
H: 3.8191 -4.7289 1.8148
H: -0.5273 -4.5478 3.2387
H: 0.6494 -5.8661 -0.0098
H: 0.0735 -8.1298 -0.7837
H: -1.8421 -9.3798 0.3067
H: -2.8292 -8.3629 2.3680
H: -2.0928 -6.1308 3.1567
H: 0.5814 -5.0449 4.6995
H: 2.2299 -5.1940 6.5062

Its relative energy (zero: lowest compared OMol25 entry of this formula, charge and spin) is 0.891 eV. The calculation puts the energy at -1899.5928 a.u. The structure (SMILES) is CN1C(=O)[C@@H](Cc2ccccc2)N(/C=C/[C@H](c2ccccc2)[C@H](C(=O)c2ccccc2)[n+]2ccccc2)[C@@H]1/C=C/c1ccccc1. The value obtained for the LUMO energy is -4.1 eV. For the largest force on an atom, the calculation gives 3.33 eV/A. As for the frontier orbital gap: 5.960 eV. The total charge is +1. The value obtained for the HOMO energy is -10.10 eV.


Record 2
Here is C41H39BrCl2F2N3RuS as an isolated structure from the OMol25 dataset. Energies are from ωB97M-V/def2-TZVPD.

Element x y z (Å)
Ru: 0.2789 0.1020 1.3797
F: 0.6755 -1.0895 6.7613
C: 0.7804 -0.1673 5.7897
C: 0.6211 -0.5406 4.4767
C: 0.7794 0.4009 3.4584
C: 1.1055 1.7229 3.8143
C: 1.1801 2.0561 5.1600
F: 1.3820 3.3429 5.5406
C: 1.0384 1.1357 6.1691
C: 1.3847 2.6759 2.7185
C: 2.0250 3.9053 2.8828
C: 2.2823 4.7036 1.7844
C: 1.9127 4.2667 0.5290
C: 1.2960 3.0353 0.4372
N: 1.0261 2.2641 1.4955
H: 0.3629 -1.5717 4.2651
H: 1.1210 1.4258 7.2093
H: 2.3233 4.2210 3.8713
H: 2.7787 5.6607 1.9080
H: 2.0903 4.8610 -0.3598
H: 0.9977 2.6312 -0.5202
Cl: -2.4462 2.1453 2.4115
C: -3.6912 1.0330 1.9545
C: -4.9360 1.5787 1.6854
C: -5.9833 0.7596 1.3115
C: -5.7773 -0.6026 1.2057
C: -4.5267 -1.1359 1.4728
Cl: -4.3501 -2.8538 1.2784
C: -3.4231 -0.3460 1.8669
S: -1.8738 -1.1107 2.1800
H: -5.0753 2.6483 1.7785
H: -6.9593 1.1820 1.0993
H: -6.5825 -1.2633 0.9102
C: 0.2866 -5.4692 0.3818
C: 1.1898 -4.3719 0.8873
C: 2.5398 -4.5536 1.0989
C: 3.2875 -3.5284 1.6396
C: 2.6554 -2.3281 1.9151
Br: 3.6692 -1.0371 2.8703
N: 1.3832 -2.0950 1.6628
C: 0.6702 -3.1194 1.1891
H: 0.8483 -6.3820 0.1852
H: -0.2182 -5.1710 -0.5386
H: -0.4865 -5.6953 1.1191
H: 3.0078 -5.5059 0.8707
H: 4.3381 -3.6507 1.8663
H: -0.3863 -2.9179 1.0422
C: 5.3829 0.3436 -0.5265
C: 4.1272 0.1608 -1.3486
C: 4.2334 -0.0512 -2.7212
C: 3.0973 -0.1878 -3.5043
C: 3.2030 -0.3905 -4.9977
C: 1.8443 -0.1248 -2.9102
C: 1.6740 0.0521 -1.5199
C: 2.8664 0.2014 -0.7743
N: 0.4427 0.1187 -0.8499
C: -0.8074 0.2219 -1.6632
C: -1.1191 -1.0837 -2.4334
C: -2.4502 -0.9527 -3.1877
C: -2.3705 0.2385 -4.1540
C: -2.1431 1.5367 -3.3666
C: -3.2941 1.7445 -2.3808
C: -3.3315 0.5578 -1.4168
C: -3.5980 -0.7322 -2.1974
C: -1.9846 0.4188 -0.6983
C: -0.8182 1.4587 -2.5953
H: 6.2443 0.5060 -1.1766
H: 5.5864 -0.5389 0.0852
H: 5.2973 1.1938 0.1530
H: 5.2174 -0.0944 -3.1808
H: 4.2424 -0.4649 -5.3143
H: 2.7436 0.4412 -5.5353
H: 2.6873 -1.3021 -5.3055
H: 0.9986 -0.2317 -3.5664
H: 2.7730 0.4071 0.2822
H: -1.1729 -1.8955 -1.6999
H: -0.3347 -1.3489 -3.1367
H: -2.6224 -1.8718 -3.7523
H: -3.3036 0.3142 -4.7243
H: -1.5595 0.0863 -4.8784
H: -2.0929 2.3803 -4.0590
H: -4.2461 1.8212 -2.9188
H: -3.1520 2.6779 -1.8260
H: -4.1134 0.7095 -0.6690
H: -4.5526 -0.6613 -2.7334
H: -3.6698 -1.5785 -1.5054
H: -2.0303 -0.4531 -0.0542
H: -1.7938 1.3071 -0.0830
H: -0.7122 2.3540 -1.9742
H: 0.0093 1.4608 -3.2966

Its relative energy (zero: lowest compared OMol25 entry of this formula, charge and spin) is 0.956 eV. The calculation puts the energy at -5937.1937 a.u. As for the spin multiplicity: 6. The value obtained for the LUMO energy (alpha / beta) is 0.4 / -1.5 eV. For the largest force on an atom, the calculation gives 1.66 eV/A. As for the frontier orbital gap (alpha / beta): 6.723 / 5.805 eV. The total charge is 0. The value obtained for the HOMO energy (alpha / beta) is -6.31 / -7.30 eV.


Record 3
Here is C41H39BrF9PReS as an isolated structure from the OMol25 dataset. Energies are from ωB97M-V/def2-TZVPD.

Element x y z (Å)
Re: 0.3188 0.2621 0.4383
C: -1.8595 -0.4117 0.7009
C: -1.3540 -1.2012 1.7600
C: -0.6560 -0.2852 2.6557
C: -0.8859 1.0036 2.1475
C: -1.6524 0.9748 0.9300
C: -2.6032 2.1135 0.4944
C: -3.3829 2.5211 1.7580
C: -1.8743 3.3399 -0.0487
C: -3.6064 1.5861 -0.5296
C: 0.1050 -0.5087 3.9774
C: -0.8199 -1.1439 5.0299
C: 0.5535 0.8427 4.5418
C: 1.3777 -1.3468 3.7681
C: -1.8207 -2.6784 1.8713
C: -2.1909 -3.2157 0.4721
C: -3.1374 -2.5698 2.6859
C: -0.9278 -3.7284 2.5600
H: -2.4324 -0.7858 -0.1370
H: -0.6054 1.9226 2.6373
H: -2.7417 3.0241 2.4928
H: -3.8503 1.6519 2.2413
H: -4.1832 3.2171 1.4854
H: -1.2278 3.7979 0.7105
H: -2.6009 4.1007 -0.3511
H: -1.2680 3.0951 -0.9236
H: -4.2654 0.8286 -0.0857
H: -3.1254 1.1519 -1.4031
H: -4.2408 2.4092 -0.8706
H: -1.7312 -0.5510 5.1640
H: -0.2921 -1.1513 5.9845
H: -1.1129 -2.1646 4.8143
H: -0.2893 1.5118 4.7399
H: 1.2633 1.3518 3.8779
H: 1.0618 0.6698 5.4916
H: 1.1809 -2.3074 3.2900
H: 1.8497 -1.5533 4.7328
H: 2.0995 -0.7947 3.1613
H: -3.1109 -2.7654 0.0842
H: -2.3674 -4.2903 0.5452
H: -1.3939 -3.0602 -0.2637
H: -3.8425 -1.8795 2.2105
H: -2.9679 -2.2374 3.7116
H: -3.6034 -3.5596 2.7216
H: -0.0360 -3.9749 1.9961
H: -1.5082 -4.6504 2.6325
H: -0.6278 -3.4658 3.5673
F: 6.9012 2.0830 1.3876
C: 5.6094 2.1547 1.1589
C: 4.8322 1.0137 1.2419
F: 5.3721 -0.1575 1.5444
C: 3.4958 1.1405 0.9894
F: 2.7052 0.0348 1.0228
C: 2.8913 2.3134 0.6539
S: 1.1785 2.4228 0.3458
C: 3.6874 3.4454 0.5712
F: 3.1694 4.6164 0.2423
C: 5.0389 3.3683 0.8272
F: 5.7931 4.4470 0.7508
F: 2.0694 -5.4813 -3.4571
C: 1.6664 -4.2769 -3.1277
C: 1.2905 -3.3784 -4.1042
F: 1.3380 -3.7327 -5.3691
C: 0.8716 -2.1123 -3.7455
F: 0.5368 -1.2987 -4.7359
C: 0.8087 -1.7119 -2.4153
P: 0.3847 -0.0043 -1.9687
C: -1.1816 0.3001 -2.8017
C: -2.0958 -0.7395 -2.9607
C: -3.2981 -0.5130 -3.6185
C: -3.5838 0.7495 -4.1304
C: -2.6840 1.7918 -3.9520
C: -1.4889 1.5716 -3.2782
C: 1.7188 0.8935 -2.8000
C: 2.9731 0.7848 -2.1980
C: 4.0832 1.3871 -2.7670
C: 3.9424 2.1100 -3.9480
C: 2.7055 2.1945 -4.5689
C: 1.5924 1.5787 -4.0059
C: 1.1977 -2.6399 -1.4776
Br: 1.1687 -2.2297 0.3776
C: 1.6184 -3.9040 -1.7998
F: 1.9780 -4.7785 -0.8631
H: -1.8745 -1.7342 -2.5838
H: -4.0065 -1.3246 -3.7469
H: -4.5101 0.9192 -4.6715
H: -2.9125 2.7821 -4.3352
H: -0.8081 2.4007 -3.1217
H: 3.0950 0.1905 -1.2993
H: 5.0588 1.2876 -2.2993
H: 4.8059 2.5903 -4.3968
H: 2.6029 2.7309 -5.5061
H: 0.6479 1.6200 -4.5307

Its relative energy (zero: lowest compared OMol25 entry of this formula, charge and spin) is 0.289 eV. The calculation puts the energy at -5875.7715 a.u. As for the spin multiplicity: 2. The value obtained for the LUMO energy (alpha / beta) is -7.4 / -8.0 eV. For the largest force on an atom, the calculation gives 3.28 eV/A. As for the frontier orbital gap (alpha / beta): 6.588 / 6.305 eV. The total charge is +2. The value obtained for the HOMO energy (alpha / beta) is -14.00 / -14.34 eV.


Record 4
Here is C41H40F5InNO7PSTe as an isolated structure from the OMol25 dataset. Energies are from ωB97M-V/def2-TZVPD.

Element x y z (Å)
In: -0.6260 -0.8007 0.8875
C: -1.7721 5.7503 -4.0807
O: -0.9835 4.8032 -3.4081
C: -1.6327 3.7389 -2.8192
C: -3.0173 3.5358 -2.9492
C: -3.5547 2.4163 -2.3482
C: -2.7955 1.4969 -1.6158
C: -3.4170 0.2960 -1.0690
C: -4.9167 0.0907 -1.1941
O: -2.7896 -0.5904 -0.4943
C: -1.3836 1.7522 -1.4117
O: -0.6384 1.0359 -0.6862
C: -0.8463 2.8861 -2.0928
H: -1.0890 6.5205 -4.4367
H: -2.5123 6.2079 -3.4161
H: -2.2939 5.3134 -4.9390
H: -3.6537 4.2104 -3.5018
H: -4.6176 2.2512 -2.4561
H: -5.3226 0.4419 -2.1398
H: -5.4046 0.6289 -0.3785
H: -5.1292 -0.9684 -1.0761
H: 0.2119 3.0872 -1.9991
O: -2.4391 2.6238 2.6020
C: -1.6339 1.7142 2.4140
O: -1.9163 0.5898 1.8624
C: -0.2004 1.8931 2.9220
P: 1.0829 1.6873 1.6201
C: 2.5632 1.8413 2.7109
C: 3.3209 2.9935 2.9020
C: 4.4237 2.9818 3.7484
C: 4.7792 1.8210 4.4200
C: 4.0246 0.6671 4.2395
C: 2.9317 0.6753 3.3878
C: 1.0956 3.3014 0.7692
C: 2.1219 3.5522 -0.1440
C: 2.1604 4.7345 -0.8634
C: 1.1502 5.6766 -0.7021
C: 0.1146 5.4244 0.1823
C: 0.0860 4.2465 0.9214
H: 0.0016 1.0516 3.5918
H: -0.1000 2.8369 3.4579
H: 3.0506 3.9080 2.3882
H: 5.0053 3.8866 3.8858
H: 5.6396 1.8146 5.0791
H: 4.2940 -0.2460 4.7578
H: 2.3301 -0.2174 3.2356
H: 2.8899 2.8001 -0.2949
H: 2.9618 4.9111 -1.5712
H: 1.1573 6.5878 -1.2883
H: -0.6931 6.1389 0.2893
H: -0.7467 4.0530 1.5886
C: 0.7536 -1.4196 -4.7748
C: -0.4316 -1.2880 -4.0150
C: -0.3797 -1.2973 -2.6498
C: 0.8501 -1.4490 -1.9562
C: 0.9151 -1.4490 -0.5290
C: 2.1392 -1.6680 0.0556
C: 3.3123 -1.8809 -0.7049
C: 3.2672 -1.8325 -2.0682
C: 2.0329 -1.6065 -2.7280
C: 1.9547 -1.5723 -4.1439
H: 0.7068 -1.3930 -5.8579
H: -1.3836 -1.1655 -4.5179
H: -1.2832 -1.1994 -2.0613
H: 2.2135 -1.6559 1.1369
H: 4.2522 -2.0665 -0.1962
H: 4.1661 -1.9664 -2.6631
H: 2.8694 -1.6814 -4.7190
C: 1.6929 -2.9349 3.7296
C: 0.2916 -2.4836 3.3219
C: -0.6304 -2.4280 4.5389
O: 0.3302 -1.2245 2.7092
H: 1.6560 -3.9121 4.2211
H: 2.1299 -2.2131 4.4281
H: 2.3435 -3.0336 2.8594
H: -0.1154 -3.2473 2.6421
H: -0.2360 -1.7032 5.2590
H: -0.7157 -3.4045 5.0263
H: -1.6236 -2.1002 4.2290
S: 2.3794 -5.6572 0.7140
C: 1.2000 -5.3150 -0.4380
N: 1.5611 -4.7477 -1.6283
C: 0.7201 -4.5049 -2.6638
C: -0.5914 -4.8143 -2.5661
C: -1.0604 -5.3319 -1.3399
C: -0.1986 -5.5661 -0.3093
H: 2.5198 -4.4309 -1.6910
H: 1.1489 -4.0231 -3.5292
H: -1.2599 -4.5828 -3.3812
H: -2.1153 -5.5116 -1.2001
H: -0.5476 -5.9231 0.6484
F: -5.4015 -3.4715 0.5053
Te: -3.6000 -3.1026 0.9025
F: -4.3455 -1.4775 1.3965
F: -4.0044 -3.6286 2.6526
F: -3.5196 -3.0937 -0.9708
F: -3.3340 -4.9605 0.7127
O: -1.9004 -2.6342 1.1269

Its relative energy (zero: lowest compared OMol25 entry of this formula, charge and spin) is 0.953 eV. The calculation puts the energy at -3865.0294 a.u. The value obtained for the LUMO energy is 4.0 eV. For the largest force on an atom, the calculation gives 0.66 eV/A. As for the frontier orbital gap: 6.710 eV. The total charge is -2. The value obtained for the HOMO energy is -2.67 eV.


Record 5
Here is C41H40N12O2Sr as an isolated structure from the OMol25 dataset. Energies are from ωB97M-V/def2-TZVPD.

Element x y z (Å)
Sr: -0.3126 0.1754 -0.3668
C: -3.5699 -1.8081 2.4477
C: -3.0474 -1.1019 1.3730
N: -1.9970 -0.3006 1.5230
C: -1.4722 -0.1821 2.7508
C: -1.9916 -0.9157 3.8066
N: -3.0339 -1.7301 3.6597
C: -0.3137 0.7664 2.9148
C: 0.0061 1.3183 4.1417
C: 1.0901 2.1831 4.2564
C: 1.8055 2.4599 3.0919
C: 1.4096 1.9159 1.8857
N: 0.3652 1.0739 1.7990
C: 2.1412 2.2143 0.5975
C: 3.1425 3.1736 0.5063
N: 3.8352 3.3757 -0.6113
C: 3.5246 2.6256 -1.6614
C: 2.4920 1.7010 -1.6117
N: 1.8039 1.5004 -0.4884
C: 1.4697 2.7911 5.5675
C: 0.9244 2.3362 6.7608
C: 1.3065 2.9309 7.9534
N: 2.1793 3.9343 8.0295
C: 2.7002 4.3704 6.8839
C: 2.3809 3.8364 5.6448
H: -4.4299 -2.4548 2.3237
H: -3.4728 -1.1655 0.3772
H: -1.5541 -0.8631 4.7959
H: -0.6068 1.0915 5.0005
H: 2.6761 3.0948 3.1337
H: 3.3996 3.8049 1.3475
H: 4.1041 2.7705 -2.5654
H: 2.2271 1.0959 -2.4728
H: 0.2217 1.5157 6.8015
H: 0.8915 2.5801 8.8913
H: 3.4063 5.1898 6.9558
H: 2.8412 4.2704 4.7683
C: -1.0001 3.7360 0.4146
N: -1.2437 2.8542 -0.7299
C: -0.8600 3.5461 -1.9601
C: -2.6830 2.5229 -0.7526
C: -3.0977 1.5552 -1.8555
C: -4.2282 1.8951 -2.5998
C: -4.7730 1.0028 -3.5155
C: -4.1629 -0.2334 -3.6759
C: -2.9952 -0.5193 -2.9614
C: -2.3911 0.3414 -2.0249
H: -1.5913 4.6583 0.3441
H: 0.0528 4.0183 0.4556
H: -1.2703 3.2313 1.3427
H: -1.3897 4.5022 -2.0652
H: -1.0967 2.9252 -2.8234
H: 0.2133 3.7486 -1.9514
H: -3.2738 3.4477 -0.8221
H: -2.9216 2.0716 0.2160
H: -4.7096 2.8563 -2.4469
H: -5.6713 1.2562 -4.0645
H: -4.6250 -0.9791 -4.3208
H: -2.5583 -1.5118 -3.1337
O: 2.2940 -7.9153 0.2212
N: 1.7635 -7.1822 -0.5765
O: 1.2532 -7.5231 -1.6247
C: 1.7543 -5.7320 -0.2728
C: 2.8425 -5.2395 0.3239
C: 2.9360 -3.8315 0.5892
C: 4.0584 -3.2792 1.2257
C: 4.0899 -1.9337 1.4625
C: 3.0001 -1.1605 1.0417
N: 1.9318 -1.6442 0.4299
C: 1.8967 -2.9793 0.2148
C: 0.7064 -3.5439 -0.4069
N: -0.3027 -2.6966 -0.7131
C: -1.4208 -3.2040 -1.1971
C: -1.6114 -4.5684 -1.4318
C: -0.5820 -5.4288 -1.1679
C: 0.6215 -4.9218 -0.6420
H: 3.6503 -5.9016 0.6059
H: 4.8764 -3.9239 1.5249
H: 4.9295 -1.4633 1.9566
H: 3.0186 -0.0925 1.2161
H: -2.2188 -2.4972 -1.3991
H: -2.5584 -4.9299 -1.8098
H: -0.6904 -6.4876 -1.3504
N: -2.1232 -0.9128 -5.7665
C: -0.6585 -0.5648 -5.9312
C: 0.0907 -0.8223 -4.6338
N: 1.4230 -0.2302 -4.6371
H: -2.6708 -0.6637 -6.5924
H: -2.5310 -0.4251 -4.9427
H: -2.2574 -1.9120 -5.6006
H: -0.6277 0.4922 -6.1873
H: -0.2702 -1.1396 -6.7688
H: 0.1773 -1.8920 -4.4334
H: -0.5039 -0.3965 -3.8316
H: 1.3887 0.7466 -4.9056
H: 2.0583 -0.7000 -5.2702

Its relative energy (zero: lowest compared OMol25 entry of this formula, charge and spin) is 1.231 eV. The calculation puts the energy at -2424.1588 a.u. The value obtained for the LUMO energy is -5.6 eV. For the largest force on an atom, the calculation gives 1.77 eV/A. As for the frontier orbital gap: 7.070 eV. The total charge is +2. The value obtained for the HOMO energy is -12.65 eV.


Q: Which formula does entry 5 have?
A: C41H40N12O2Sr


Q: Which of these has the lowest total charge?
A: C41H40F5InNO7PSTe


Q: Among the records above, which one has the highest largest force on an atom?
A: C41H38N3O2


Q: Which formula does entry 2 have?
A: C41H39BrCl2F2N3RuS